Computed, not measured: C25H39BCuO9 as an isolated structure, with wB97M-V/def2-TZVPD.

The geometry in XYZ format:
```
75
Properties=species:S:1:pos:R:3
C -4.451 -2.827 -1.836
C -5.209 -1.603 -2.571
O -4.394 -0.391 -2.688
C -4.739 0.550 -1.638
O -4.925 0.016 -0.490
C -4.950 2.109 -1.853
C -3.669 2.978 -2.240
C -2.268 2.165 -2.331
C -1.536 1.958 -0.928
O -2.475 2.340 0.102
C -0.532 3.261 -0.879
O -0.761 4.452 -1.161
O 0.762 2.808 -0.361
C 0.824 1.417 -0.848
C 2.246 0.786 -0.513
O 2.435 -0.605 -0.860
C 2.580 -1.439 0.306
C 1.406 -2.323 0.859
C 1.549 -3.227 2.165
C 0.262 -4.101 2.628
C 2.902 -3.294 2.956
C 4.080 -2.444 2.407
C 3.963 -1.528 1.099
C 5.295 -0.750 0.676
C 5.597 -0.937 -0.923
C 5.358 0.785 1.159
C -0.560 0.668 -0.645
O -1.074 0.190 0.614
C -0.303 0.408 1.783
C -0.523 1.845 2.511
C 0.804 2.161 3.402
O -1.668 1.758 3.426
B -0.778 -0.666 -1.608
C -0.172 -0.733 -3.143
O -1.531 -1.798 -1.149
H -3.481 -3.140 -2.381
H -5.148 -3.734 -1.806
H -4.168 -2.534 -0.754
H -6.245 -1.427 -2.120
H -5.390 -1.961 -3.659
H -5.815 2.225 -2.620
H -5.378 2.535 -0.864
H -3.846 3.384 -3.314
H -3.580 3.931 -1.589
H -1.584 2.847 -2.977
H -2.475 1.249 -2.975
H -3.143 1.639 0.281
H 0.874 1.542 -2.005
H 2.481 1.023 0.601
H 3.039 1.390 -1.108
H 0.373 -2.369 0.349
H -0.479 -3.406 3.171
H 0.568 -5.022 3.229
H -0.252 -4.413 1.636
H 2.962 -3.959 3.890
H 5.070 -2.471 2.976
H 6.178 -1.286 1.201
H 5.474 0.035 -1.515
H 4.980 -1.815 -1.319
H 6.706 -1.250 -1.038
H 6.407 1.174 0.849
H 5.328 0.888 2.308
H 4.603 1.475 0.631
H -0.682 -0.360 2.572
H 0.824 0.228 1.726
H -0.643 2.724 1.797
H 0.583 2.955 4.242
H 1.630 2.558 2.686
H 1.177 1.156 3.832
H -1.254 1.561 4.303
H -0.440 0.238 -3.708
H 0.984 -0.790 -3.147
H -0.612 -1.599 -3.751
H -1.480 -2.468 -1.872
Cu 2.307 3.259 4.809
```

Values from the calculation:
gap between HOMO and LUMO (alpha / beta): 5.452 / 4.398 eV
multiplicity: 2
energy relative to the best compared isomer or geometry (same formula, charge and spin): 0.000 eV
total charge: +2
LUMO (alpha / beta): -8.32 / -9.38 eV
HOMO energy (alpha / beta): -13.78 / -13.78 eV

***

Computed, not measured: a 7-piece molecular cluster, C25H39Cl9F16O2 overall, with wB97M-V/def2-TZVPD.

The geometry in XYZ format:
```
91
Properties=species:S:1:pos:R:3
F -2.645 -1.923 3.029
C -3.283 -1.882 1.839
F -2.415 -1.546 0.843
C -4.193 -3.105 1.451
F -3.400 -4.177 1.333
F -4.727 -2.973 0.240
C -5.324 -3.401 2.496
O -5.975 -2.149 2.872
C -6.674 -2.069 4.096
F -7.441 -3.183 4.215
F -5.784 -2.112 5.018
C -7.480 -0.723 4.221
F -8.078 -0.517 5.372
F -6.840 0.338 3.763
H -3.873 -0.967 1.876
H -4.847 -3.916 3.329
H -6.000 -4.095 1.996
H -8.339 -0.820 3.556
F 5.685 0.484 1.553
C 4.420 0.668 1.362
F 3.736 -0.256 2.056
C 3.921 2.113 1.471
F 4.018 2.468 2.734
F 2.671 2.185 1.074
C 4.879 3.043 0.621
O 4.518 2.800 -0.771
C 5.170 3.783 -1.617
F 4.680 5.003 -1.337
F 6.476 3.813 -1.440
C 4.800 3.322 -3.072
F 3.508 2.990 -3.233
F 5.180 4.117 -4.066
H 4.415 0.316 0.330
H 5.932 2.804 0.774
H 4.801 4.096 0.891
H 5.344 2.378 -3.108
Cl -2.865 2.063 7.170
C -1.724 2.693 5.972
Cl -0.621 3.873 6.766
Cl -2.595 3.321 4.541
H -1.080 1.894 5.605
Cl 0.359 9.467 -3.514
C 1.112 8.986 -5.040
Cl 2.844 9.202 -5.081
Cl 0.330 9.821 -6.414
H 0.876 7.937 -5.217
Cl 9.144 -1.575 -5.809
C 9.687 -0.641 -4.422
Cl 8.607 -0.759 -3.050
Cl 9.913 1.050 -4.861
H 10.707 -0.963 -4.210
C -3.084 2.644 -3.498
C -3.639 3.569 -2.408
C -4.806 4.448 -2.822
C -5.207 5.515 -1.777
C -6.263 4.951 -0.745
C -6.886 6.082 0.106
H -2.292 2.008 -3.103
H -2.893 3.116 -4.462
H -3.963 2.039 -3.718
H -3.897 3.010 -1.509
H -2.868 4.219 -1.995
H -5.701 3.934 -3.172
H -4.515 5.079 -3.662
H -4.401 5.871 -1.135
H -5.541 6.416 -2.293
H -7.027 4.424 -1.316
H -5.836 4.224 -0.054
H -7.512 6.680 -0.557
H -7.607 5.756 0.855
H -6.202 6.767 0.608
C 2.104 -7.199 -2.246
C 2.680 -6.541 -0.996
C 3.198 -7.646 0.009
C 3.985 -7.055 1.260
C 4.776 -8.070 2.083
C 4.107 -9.320 2.629
H 2.843 -7.721 -2.855
H 1.716 -6.378 -2.848
H 1.222 -7.788 -1.998
H 3.567 -5.952 -1.231
H 1.982 -5.857 -0.513
H 3.673 -8.423 -0.590
H 2.326 -8.174 0.393
H 4.626 -6.259 0.882
H 3.266 -6.582 1.928
H 5.569 -8.434 1.429
H 5.271 -7.579 2.921
H 4.816 -9.931 3.187
H 3.180 -9.198 3.190
H 3.703 -9.919 1.813
```

Values from the calculation:
gap between HOMO and LUMO: 10.893 eV
energy relative to the best compared isomer or geometry (same formula, charge and spin): 0.356 eV
LUMO: 0.23 eV
HOMO energy: -10.66 eV
SMILES: FC(F)C(F)(F)COC(F)(F)C(F)F.FC(F)C(F)(F)COC(F)(F)C(F)F.ClC(Cl)Cl.ClC(Cl)Cl.ClC(Cl)Cl.CCCCCC.CCCCCC

***

Computed, not measured: C25H39Ge2O2ReS5Se2 as an isolated structure, with wB97M-V/def2-TZVPD.

The geometry in XYZ format:
```
76
Properties=species:S:1:pos:R:3
Re 1.147 -0.100 -0.045
C 0.678 4.108 -1.535
C 1.291 2.706 -1.581
Ge -0.163 1.343 -1.757
C -0.379 0.758 -3.618
C -1.542 1.479 -4.299
C -1.834 2.094 -1.138
C -2.525 1.347 -0.264
Ge -1.628 -0.354 0.196
C -1.991 -0.741 2.094
C -3.306 -1.472 2.369
C -2.059 -1.799 -1.071
C -3.551 -1.966 -1.365
C -3.813 1.803 0.319
C -4.940 0.986 0.360
C -6.140 1.458 0.866
C -6.227 2.753 1.358
C -5.109 3.572 1.336
C -3.912 3.103 0.818
H 1.464 4.864 -1.518
H 0.061 4.246 -0.646
H 0.050 4.296 -2.406
H 1.926 2.558 -0.701
H 1.939 2.587 -2.453
H -0.540 -0.323 -3.623
H 0.560 0.934 -4.142
H -2.485 1.289 -3.788
H -1.651 1.149 -5.332
H -1.391 2.560 -4.314
H -2.232 3.033 -1.512
H -1.973 0.229 2.596
H -1.159 -1.331 2.487
H -4.171 -0.854 2.136
H -3.368 -1.740 3.425
H -3.379 -2.399 1.798
H -1.632 -2.732 -0.694
H -1.530 -1.567 -1.998
H -4.122 -2.203 -0.468
H -3.708 -2.778 -2.076
H -3.968 -1.059 -1.806
H -4.878 -0.023 -0.031
H -7.009 0.815 0.876
H -7.162 3.120 1.759
H -5.169 4.580 1.724
H -3.036 3.738 0.810
O 2.521 -1.747 5.176
C 3.481 -1.507 4.171
C 2.727 -1.075 2.894
C 3.799 -0.937 1.828
O 3.302 -0.181 0.721
C 1.739 -2.207 2.576
Se 0.840 -2.277 0.828
C 2.074 0.278 3.223
Se 0.891 1.153 1.914
H 2.957 -2.038 5.981
H 4.063 -2.412 3.954
H 4.180 -0.715 4.466
H 4.118 -1.923 1.474
H 4.662 -0.395 2.223
H 3.959 -0.235 -0.017
H 0.924 -2.211 3.298
H 2.261 -3.162 2.662
H 2.858 1.002 3.460
H 1.442 0.168 4.103
C 5.912 -0.249 -2.786
S 5.625 -1.147 -1.241
C 4.327 -2.241 -1.723
C 3.065 -1.877 -2.043
S 2.400 -0.248 -2.121
S 1.998 -3.177 -2.519
C 3.106 -4.496 -2.268
S 2.690 -6.059 -2.389
S 4.682 -3.946 -1.767
H 6.732 0.440 -2.589
H 5.024 0.305 -3.073
H 6.204 -0.950 -3.563
```

Values from the calculation:
gap between HOMO and LUMO (alpha / beta): 5.627 / 5.805 eV
multiplicity: 2
energy relative to the best compared isomer or geometry (same formula, charge and spin): 0.000 eV
total charge: +1
LUMO (alpha / beta): -4.92 / -4.76 eV
HOMO energy (alpha / beta): -10.54 / -10.56 eV

***

Computed, not measured: a 4-piece molecular cluster, C25H40BNO14S3 overall, with wB97M-V/def2-TZVPD.

The geometry in XYZ format:
```
84
Properties=species:S:1:pos:R:3
C -0.204 0.990 4.931
C -0.251 1.619 3.911
C -0.427 2.513 2.794
C -1.449 2.267 1.881
C -1.669 3.122 0.802
C -2.752 2.938 -0.234
C -3.949 2.069 0.165
O -5.175 2.823 0.167
C -5.530 3.320 1.363
O -4.736 3.564 2.238
C -7.003 3.587 1.523
C -7.285 5.092 1.757
C -0.817 4.208 0.705
C 0.201 4.461 1.616
C 0.427 3.610 2.675
C 0.902 5.729 1.218
O 2.002 6.070 1.530
N 0.015 6.382 0.295
B -0.824 7.464 0.800
C -2.395 7.500 0.664
O -0.163 8.488 1.442
C -0.758 5.306 -0.309
O -1.182 5.355 -1.425
H -0.173 0.450 5.846
H -2.065 1.390 2.010
H -3.156 3.929 -0.451
H -2.325 2.598 -1.178
H -3.834 1.610 1.143
H -4.076 1.260 -0.552
H -7.531 3.261 0.628
H -7.374 3.002 2.362
H -6.362 5.618 1.996
H -7.726 5.521 0.860
H -7.964 5.246 2.592
H 1.217 3.814 3.385
H -2.723 8.538 0.759
H -2.767 7.143 -0.297
H -2.900 6.924 1.445
H -0.696 8.832 2.166
C 0.850 -1.661 -1.682
C 2.088 -1.625 -0.811
O 2.602 -0.281 -0.639
S 1.871 0.664 0.404
C 3.113 1.906 0.501
O 1.772 -0.019 1.659
O 0.700 1.224 -0.201
H 0.003 -1.185 -1.188
H 0.579 -2.695 -1.900
H 1.023 -1.133 -2.620
H 1.900 -2.075 0.165
H 2.891 -2.187 -1.281
H 4.015 1.466 0.916
H 2.733 2.688 1.155
H 3.290 2.301 -0.496
C -0.001 -7.614 -0.336
C -0.685 -8.040 -1.619
O -1.909 -7.310 -1.858
S -1.782 -5.835 -2.437
C -3.462 -5.637 -2.922
O -0.946 -5.862 -3.598
O -1.495 -4.932 -1.365
H 0.383 -6.597 -0.409
H 0.835 -8.281 -0.125
H -0.700 -7.645 0.500
H -0.025 -7.933 -2.480
H -0.988 -9.083 -1.562
H -3.688 -6.358 -3.703
H -3.567 -4.622 -3.296
H -4.096 -5.787 -2.052
C 6.530 -4.527 0.937
C 6.748 -3.419 -0.073
O 7.033 -3.928 -1.396
S 5.806 -4.451 -2.261
C 6.628 -4.497 -3.815
O 4.795 -3.436 -2.278
O 5.474 -5.782 -1.862
H 5.612 -5.076 0.731
H 6.460 -4.104 1.939
H 7.355 -5.239 0.909
H 5.893 -2.744 -0.120
H 7.622 -2.827 0.192
H 6.918 -3.487 -4.089
H 5.921 -4.901 -4.536
H 7.495 -5.147 -3.731
```

Values from the calculation:
gap between HOMO and LUMO: 8.911 eV
LUMO: -0.08 eV
HOMO energy: -8.99 eV
SMILES: C#Cc1cc(CCOC(=O)CC)c2c(c1)C(=O)N(B(C)O)C2=O.CCOS(C)(=O)=O.CCOS(C)(=O)=O.CCOS(C)(=O)=O

***

Computed, not measured: C25H40BO4Pd as an isolated structure, with wB97M-V/def2-TZVPD.

The geometry in XYZ format:
```
71
Properties=species:S:1:pos:R:3
O 0.562 0.324 -8.014
C 0.363 1.628 -8.599
C 0.119 1.036 -9.983
H 1.252 2.256 -8.502
H -0.486 2.149 -8.150
C 0.337 -0.334 -9.309
H 0.857 1.293 -10.738
H -0.878 1.190 -10.387
C 1.574 -1.080 -9.747
H 2.440 -0.420 -9.755
H 1.444 -1.490 -10.749
H 1.783 -1.905 -9.067
C -0.881 -1.224 -9.246
H -1.751 -0.665 -8.907
H -0.715 -2.047 -8.551
H -1.103 -1.646 -10.227
Pd 0.000 0.000 0.000
C -1.958 -0.491 1.246
C -1.660 0.872 1.420
C -1.836 1.510 0.169
H -1.326 1.346 2.325
C -2.246 0.540 -0.762
C -2.303 -0.703 -0.110
H -2.558 -1.648 -0.560
H -1.918 -1.243 2.013
H -1.641 2.546 -0.033
H -2.434 0.713 -1.808
C 1.106 -1.439 1.549
C 0.336 -2.237 0.670
C 0.865 -2.103 -0.628
H -0.510 -2.844 0.940
C 1.984 -1.239 -0.541
C 2.133 -0.845 0.797
H 2.850 -0.135 1.164
H 0.935 -1.302 2.603
H 0.507 -2.605 -1.510
H 2.583 -0.888 -1.363
O 0.325 0.599 -2.142
C -0.046 -0.281 -3.225
C -0.358 0.622 -4.401
H -0.887 -0.888 -2.900
H 0.798 -0.941 -3.434
C 0.567 1.806 -4.147
H -1.400 0.942 -4.369
H -0.185 0.130 -5.355
C 0.498 1.953 -2.644
H 0.256 2.713 -4.660
H 1.583 1.570 -4.463
H -0.361 2.545 -2.328
H 1.384 2.362 -2.175
C -0.380 4.096 3.014
C 1.010 3.528 2.624
C 2.010 4.698 2.745
O 0.934 3.088 1.271
B 1.030 1.625 1.387
O 1.038 1.167 2.782
C 1.456 2.278 3.497
C 2.988 2.129 3.694
C 0.812 2.227 4.904
H -1.186 3.350 2.948
H -0.656 4.933 2.340
H -0.370 4.495 4.052
H 1.681 5.559 2.124
H 2.084 5.031 3.804
H 3.019 4.407 2.388
H 3.397 2.953 4.316
H 3.213 1.173 4.222
H 3.522 2.101 2.722
H -0.297 2.189 4.842
H 1.122 1.300 5.439
H 1.116 3.102 5.514
```

Values from the calculation:
gap between HOMO and LUMO (alpha / beta): 3.674 / 4.015 eV
multiplicity: 3
energy relative to the best compared isomer or geometry (same formula, charge and spin): 1.046 eV
total charge: -1
LUMO (alpha / beta): 2.15 / 2.15 eV
HOMO energy (alpha / beta): -1.52 / -1.86 eV

***

Computed, not measured: C25H40BrCsF4N3O3S as an isolated structure, with wB97M-V/def2-TZVPD.

The geometry in XYZ format:
```
78
Properties=species:S:1:pos:R:3
C -3.525 -5.836 3.640
C -2.083 -5.367 3.282
C -1.712 -3.985 3.877
F -2.190 -3.803 5.178
C -2.387 -2.895 3.005
C -3.706 -2.627 3.228
C -4.448 -1.614 2.465
C -5.943 -1.430 2.781
C -6.780 -1.691 1.490
C -6.702 -3.125 0.981
F -5.535 -3.442 0.376
F -7.662 -3.267 0.007
F -6.981 -4.058 1.912
C -3.813 -0.869 1.510
C -2.429 -1.142 1.258
N -1.644 -0.524 0.361
S -0.191 -1.238 0.444
N -0.392 -2.353 1.632
C -1.669 -2.174 1.982
H -4.196 -5.592 2.798
H -3.911 -5.359 4.560
H -3.586 -6.923 3.816
H -1.314 -6.122 3.534
H -2.053 -5.251 2.182
H -0.626 -3.787 3.869
H -4.270 -3.160 3.998
H -6.234 -2.125 3.588
H -6.134 -0.411 3.165
H -6.465 -0.943 0.745
H -7.844 -1.479 1.708
H -4.355 -0.091 0.963
C 3.885 4.067 -3.973
C 2.867 3.180 -4.674
C 1.400 3.400 -4.308
N 0.962 3.077 -2.870
C -0.568 2.973 -2.924
C -1.201 2.861 -1.550
C -0.787 3.999 -0.650
C 0.719 4.085 -0.560
C 1.368 4.208 -1.925
C 1.533 1.754 -2.432
H 4.107 3.695 -2.977
H 4.830 4.063 -4.528
H 3.543 5.101 -3.903
H 3.143 2.126 -4.558
H 2.957 3.383 -5.743
H 0.800 2.752 -4.950
H 1.101 4.429 -4.507
H -0.925 3.871 -3.433
H -0.810 2.102 -3.538
H -2.287 2.863 -1.659
H -0.948 1.903 -1.084
H -1.238 3.838 0.405
H -1.189 4.945 -1.039
H 1.110 3.204 -0.032
H 0.999 4.952 0.043
H 2.454 4.190 -1.807
H 1.077 5.144 -2.403
H 2.610 1.847 -2.331
H 1.280 1.007 -3.182
H 1.111 1.473 -1.470
C 6.634 -2.796 1.155
C 6.055 -2.572 -0.226
O 4.971 -1.615 -0.201
C 5.315 -0.355 -0.061
O 6.441 0.078 0.036
O 4.179 0.389 -0.021
C 4.407 1.767 0.252
H 5.849 -3.089 1.854
H 7.394 -3.575 1.127
H 7.090 -1.888 1.548
H 5.629 -3.502 -0.596
H 6.819 -2.259 -0.940
H 5.118 2.192 -0.459
H 4.762 1.897 1.274
H 3.453 2.299 0.145
Br -2.254 2.844 1.548
Cs 5.018 2.377 -2.207
```

Values from the calculation:
gap between HOMO and LUMO: 4.435 eV
total charge: +1
LUMO: -3.83 eV
HOMO energy: -8.27 eV